1.
20
Properties=species:S:1:pos:R:3:forces:R:3 method="wB97M-V/def2-TZVPD" gap_ev="6.5659 / 6.2090" spin_multiplicity=3 e_above_lowest_kcal_mol=65.5
C 0.235 1.603 -0.316 0.5 1.3 1.1
C 0.197 0.020 1.531 -2.8 -5.2 -1.1
C 1.762 -0.314 -0.634 -1.8 4.8 2.0
C -0.783 -0.656 -0.654 0.5 -2.3 6.0
C 0.320 0.153 0.010 2.0 -1.9 -1.6
O -2.900 0.825 0.275 -0.1 0.5 0.4
P -2.417 -0.552 0.071 -1.0 1.1 -0.3
H -0.593 2.134 0.074 -1.1 0.2 1.0
H 0.161 1.840 -1.316 0.0 0.0 -2.5
H 1.134 2.119 0.013 0.2 -0.1 0.3
H 0.690 0.708 2.017 2.7 4.0 2.3
H -0.862 0.073 1.825 0.4 0.4 0.0
H 0.523 -0.955 1.995 -0.1 0.6 -1.0
H 1.760 0.211 -1.562 0.4 0.8 -0.7
H 2.661 -0.039 -0.073 -0.4 0.2 0.2
H 1.852 -1.241 -0.932 0.0 -5.3 -0.8
H -1.162 0.145 -1.902 -1.0 2.5 -3.7
H -0.718 -1.700 -0.854 1.1 -0.9 -0.6
H -3.166 -1.319 -0.768 -0.4 -0.6 -1.2
H -2.744 -1.392 1.166 1.0 -0.1 0.3



2.
66
Properties=species:S:1:pos:R:3:forces:R:3 method="wB97M-V/def2-TZVPD" charge=-2 gap_ev="3.3130 / 3.4331"
C -3.455 6.072 -2.797 -0.2 0.9 0.4
C -2.420 5.244 -2.016 -0.1 -0.2 0.4
C -3.683 5.374 -4.144 -0.3 0.3 0.2
C -2.509 4.409 -4.410 0.6 1.2 0.3
H -3.771 6.150 -4.908 0.0 -0.3 0.0
H -4.634 4.834 -4.119 0.2 0.0 0.0
C -1.536 4.589 -3.076 0.9 0.7 -0.9
H -2.947 4.513 -1.378 0.2 0.3 -0.2
H -1.810 5.899 -1.372 -0.3 -0.4 -0.1
C -0.162 3.869 -2.523 0.3 -0.1 1.1
H -0.964 5.455 -3.479 -0.2 -0.2 0.2
H -1.921 4.844 -5.231 0.0 -0.2 0.2
C -3.027 3.127 -4.859 0.8 -0.5 0.9
C -4.746 6.293 -2.018 -0.2 -1.4 1.8
C -3.093 7.548 -3.032 0.3 0.4 -1.4
O -3.207 8.126 -4.101 0.4 -0.6 1.0
O -5.061 5.695 -1.000 0.1 0.9 -1.5
O -5.494 7.283 -2.549 -0.4 -0.3 0.2
O -2.752 8.208 -1.909 0.0 0.1 -0.4
C -2.647 9.623 -2.140 0.1 0.0 0.2
H -2.393 10.048 -1.170 0.0 0.0 -0.1
H -3.607 10.015 -2.500 0.2 -0.1 0.1
H -1.872 9.839 -2.885 -0.2 -0.1 0.2
C -6.694 7.564 -1.825 -0.1 0.0 0.1
H -7.311 6.662 -1.711 0.2 0.3 0.0
H -7.219 8.317 -2.414 0.0 -0.1 0.1
H -6.455 7.961 -0.829 -0.1 -0.2 -0.3
O 0.067 2.739 -1.736 -1.1 1.5 -1.6
H 0.118 4.631 -1.750 0.1 0.5 -1.2
H 0.566 3.811 -3.373 -0.6 0.5 0.3
C -2.107 2.314 -5.662 0.6 -0.7 -0.3
C -3.937 2.452 -3.920 -0.6 -0.8 0.7
H -4.968 2.417 -4.284 -0.2 0.0 0.1
H -3.949 2.958 -2.938 -0.1 -0.2 -0.3
H -3.640 1.403 -3.738 -0.1 0.4 -0.1
H -1.953 1.326 -5.201 0.0 0.2 -0.2
H -1.125 2.803 -5.737 -0.2 -0.2 -0.1
H -2.481 2.137 -6.670 0.0 -0.1 -0.3
Tl -1.144 1.072 -1.421 -0.5 -2.1 0.6
C 2.356 -0.656 -0.353 0.0 0.9 0.7
C 2.325 0.469 -1.232 -0.1 0.1 0.8
C 2.105 1.632 -0.440 0.4 -0.5 0.4
H 2.476 0.450 -2.306 0.0 0.0 0.1
C 1.975 1.235 0.916 0.3 -0.1 -0.5
C 2.148 -0.173 0.974 0.3 -0.2 -0.9
H 2.134 -0.786 1.871 -0.1 0.1 -0.1
H 2.533 -1.686 -0.635 -0.1 0.0 0.0
H 2.061 2.652 -0.802 0.0 -0.3 0.1
H 1.782 1.903 1.756 0.0 -0.2 -0.2
C -2.067 -1.395 1.066 0.9 0.1 0.8
C -0.871 -1.460 1.841 -1.3 0.3 -0.5
C -0.688 -0.199 2.477 -1.3 0.6 -0.4
H -0.219 -2.324 1.935 -0.1 0.2 -0.1
C -1.761 0.658 2.090 0.8 -1.0 0.3
C -2.618 -0.087 1.217 0.6 0.1 -0.1
H -3.535 0.274 0.764 0.0 0.0 0.1
H -2.494 -2.207 0.487 0.1 0.2 0.0
H 0.126 0.068 3.140 0.0 0.0 -0.2
H -1.901 1.684 2.410 0.0 -0.1 -0.1
F -0.570 -2.319 -1.632 0.0 0.0 -0.8
C -0.837 -1.426 -2.629 0.7 1.6 1.2
F -2.121 -1.626 -3.025 -0.2 -0.4 -0.6
C 0.143 -1.591 -3.783 0.1 0.3 1.3
F 1.403 -1.689 -3.292 -0.9 0.0 -0.8
F -0.121 -2.708 -4.499 0.3 -0.1 -0.6
F 0.093 -0.527 -4.638 0.0 -0.8 0.3



3.
88
Properties=species:S:1:pos:R:3:forces:R:3 method="wB97M-V/def2-TZVPD" smiles="CCCC[C@H]1[C@H](c2cccnc2)[C@](CCO[Si](C)(C)C)(P(=O)(O)O)[C@](Cl)(CN)OS1(=O)=O.O=S1(=O)OCCO1.O=S1(=O)OCCO1" gap_ev=9.1502
C -0.274 2.884 -3.516 -0.1 0.5 0.2
C 0.541 1.892 -2.494 -0.6 1.1 0.0
C 1.462 0.814 -3.272 -1.2 0.6 -0.3
C 0.681 -0.589 -3.276 0.4 -0.9 -1.3
C 1.506 -1.790 -2.541 -0.8 2.1 0.4
C 1.680 -1.390 -0.994 0.5 0.4 0.5
C 3.079 -0.641 -0.666 0.4 0.8 0.4
C 2.985 0.552 0.350 5.2 -1.6 -2.4
C 4.395 1.190 0.615 -1.7 -3.3 -2.4
C 5.570 0.554 -0.146 -1.1 0.5 0.6
N 5.610 -0.499 -1.091 -3.7 1.2 1.9
C 4.361 -1.116 -1.367 -0.5 2.6 2.2
C 1.381 -2.617 0.046 0.3 0.4 1.4
C 1.452 -2.088 1.592 -0.3 0.2 0.3
C 0.322 -1.021 1.973 0.4 -0.1 1.2
O -0.749 -1.696 2.724 -0.3 1.9 -0.7
Si -2.055 -0.584 3.015 -0.9 -0.3 0.2
C -3.361 -1.454 4.144 -0.6 -0.8 0.4
C -3.006 -0.063 1.424 -0.1 0.5 -0.6
C -1.493 1.052 3.871 0.6 -0.2 -0.4
P 2.786 -3.924 -0.032 3.1 -1.6 -2.7
O 3.313 -4.173 -1.444 -1.5 0.8 3.1
O 2.340 -5.428 0.623 0.5 2.6 0.4
O 4.132 -3.382 0.908 -2.4 -1.0 -0.9
C -0.007 -3.360 -0.287 -0.3 -0.6 0.4
Cl -1.393 -2.175 -0.699 1.1 -0.4 0.5
C -0.591 -4.286 0.888 -0.8 -0.9 0.0
N -1.153 -5.566 0.294 0.7 0.3 1.5
O 0.141 -4.201 -1.461 0.7 2.4 0.0
S 0.496 -3.328 -2.851 -0.1 -3.5 -7.7
O 1.359 -4.244 -3.709 -1.7 2.4 3.5
O -0.725 -3.034 -3.715 2.6 0.0 4.0
H -1.411 2.762 -3.430 1.7 0.0 -0.1
H -0.062 4.007 -3.296 -0.3 -2.0 -0.3
H -0.007 2.710 -4.612 -0.2 0.1 1.5
H 1.127 2.585 -1.791 -0.7 -1.3 -1.1
H -0.291 1.389 -1.866 1.6 0.5 -0.9
H 2.541 0.772 -2.909 -1.6 -0.1 -0.2
H 1.507 1.183 -4.368 0.1 -0.7 1.7
H 0.573 -0.902 -4.384 0.1 0.3 1.9
H -0.399 -0.536 -2.882 1.8 0.0 -0.4
H 2.470 -1.902 -3.133 -1.3 -0.5 1.1
H 0.874 -0.584 -0.791 1.2 -1.5 -0.2
H 2.019 0.905 0.830 1.4 -0.6 -0.8
H 4.528 2.066 1.331 -0.1 -1.4 -1.2
H 6.598 1.021 0.095 -1.8 -0.9 -0.6
H 4.359 -1.975 -2.134 -0.1 1.5 1.5
H 1.335 -2.961 2.343 0.0 1.3 -1.3
H 2.497 -1.653 1.829 -1.7 -0.6 -0.8
H -0.139 -0.456 1.096 0.8 -0.8 0.9
H 0.788 -0.271 2.717 -0.5 -0.9 -1.3
H -3.144 -2.581 4.281 -0.3 1.8 -0.1
H -3.450 -0.974 5.183 0.3 -0.7 -1.4
H -4.404 -1.394 3.661 1.6 0.0 0.6
H -3.798 -0.830 1.103 1.3 1.0 0.4
H -2.309 0.183 0.537 -1.2 -0.4 1.3
H -3.561 0.913 1.678 0.8 -1.4 -0.3
H -0.589 0.824 4.542 -1.4 0.6 -0.7
H -2.404 1.427 4.460 1.5 -0.3 -0.8
H -1.166 1.793 3.051 -0.6 -0.9 1.4
H 2.546 -5.465 1.583 -0.1 0.0 -0.7
H 4.920 -3.788 0.480 -0.7 0.3 0.1
H 0.162 -4.609 1.677 -0.7 1.1 -1.1
H -1.472 -3.748 1.376 1.6 -0.5 -0.6
H -0.348 -6.224 0.265 -0.8 0.5 -0.3
H -1.753 -5.942 1.056 0.4 0.3 -0.9
O -6.465 -1.324 1.923 0.1 1.0 -0.2
S -6.613 0.097 1.811 -0.1 0.0 -0.1
O -6.214 0.831 0.651 -0.4 -0.8 0.7
O -5.932 0.780 3.117 -0.4 -0.6 -0.4
C -6.906 1.555 3.815 -0.3 0.6 0.0
C -8.240 0.886 3.519 0.0 -0.3 0.6
O -8.154 0.477 2.155 0.8 0.2 -0.3
H -6.879 2.574 3.419 0.0 0.0 0.1
H -6.683 1.576 4.883 0.2 -0.2 -0.2
H -9.084 1.559 3.666 0.1 -0.1 -0.3
H -8.377 -0.009 4.133 0.0 0.1 0.0
O 1.290 7.016 -1.718 0.5 -1.0 0.1
S 2.149 5.889 -1.922 0.0 0.3 -0.2
O 1.933 4.624 -1.289 0.0 1.0 -0.3
O 3.676 6.360 -1.642 -0.8 0.0 -0.2
C 4.467 6.138 -2.810 0.3 -0.4 -0.4
C 3.500 6.250 -3.978 0.3 0.6 -0.1
O 2.294 5.641 -3.519 0.1 -0.3 0.9
H 4.895 5.133 -2.746 0.0 0.1 -0.1
H 5.273 6.871 -2.870 -0.2 0.0 0.2
H 3.868 5.748 -4.873 -0.2 -0.1 0.1
H 3.283 7.297 -4.212 0.1 0.0 0.0



4.
17
Properties=species:S:1:pos:R:3:forces:R:3 method="wB97M-V/def2-TZVPD" gap_ev=8.2406 e_above_lowest_kcal_mol=0.0
C 0.417 -1.509 -1.350 -0.4 -3.4 0.8
C 0.911 -1.338 0.005 1.2 1.0 0.4
C 0.945 -0.228 0.749 0.3 0.4 0.8
C 0.090 0.907 0.429 0.0 0.9 0.4
C -1.266 0.974 0.278 1.6 1.3 -1.2
C -2.196 -0.103 0.295 -2.2 -1.3 0.9
O -2.208 -1.264 0.507 0.8 0.6 -0.4
Br -4.105 0.743 0.074 0.6 -0.2 -0.1
P 1.008 2.555 0.336 -0.6 0.0 2.5
Br 3.027 1.773 0.022 0.8 0.2 -0.4
H -0.109 -0.723 -1.677 -2.1 3.0 -1.3
H 1.102 -1.790 -2.138 0.8 0.0 0.3
H -0.258 -2.378 -1.270 -0.2 0.2 -0.4
H 1.417 -2.175 0.375 1.2 -1.1 0.6
H 1.780 -0.016 1.539 -2.1 -0.9 -1.1
H -1.754 1.895 -0.079 0.6 -0.3 0.5
H 1.197 2.678 1.904 -0.4 -0.2 -2.3



5.
12
Properties=species:S:1:pos:R:3:forces:R:3 method="wB97M-V/def2-TZVPD" charge=+1 gap_ev=11.0836 e_above_lowest_kcal_mol=15.6
C 0.929 0.386 -0.605 0.4 0.9 -0.7
N 1.281 -0.690 -1.184 -0.4 0.6 1.4
H 1.259 1.319 -1.032 -0.1 0.2 -0.3
H 0.304 0.461 0.265 0.1 -0.6 0.3
H 1.067 -1.535 -0.654 -0.2 -0.5 -0.6
H 1.810 -0.628 -2.037 0.3 -0.5 -0.2
H -2.121 2.146 0.800 -0.2 -0.2 -0.5
H -0.753 2.333 1.296 0.3 -0.1 -0.2
O -1.217 1.886 0.571 -0.2 0.3 0.8
H -1.210 -0.948 0.883 -0.2 -0.1 0.1
H -0.648 -2.237 1.522 -0.1 0.0 0.0
O -0.527 -1.622 0.791 0.2 0.1 -0.1



6.
13
Properties=species:S:1:pos:R:3:forces:R:3 method="wB97M-V/def2-TZVPD" smiles="C1=Cc2nncn2C1" gap_ev=9.7393 e_above_lowest_kcal_mol=21.2
C -1.650 -0.310 -0.038 -0.5 -0.4 0.2
C -0.856 -1.405 -0.010 -1.8 2.0 0.2
C 0.479 -0.940 0.085 1.0 2.3 -0.1
N 1.657 -1.417 0.051 1.4 -1.3 0.3
N 2.552 -0.390 0.022 0.4 0.9 -0.7
C 1.902 0.750 -0.058 -1.0 0.3 0.5
N 0.546 0.477 0.062 -0.4 -1.6 0.1
C -0.811 1.004 0.102 -1.2 0.5 -1.6
H -2.769 -0.440 -0.168 1.6 0.8 0.4
H -1.285 -2.372 -0.028 0.3 -0.9 -0.1
H 2.321 1.782 -0.204 -0.4 -1.4 0.4
H -1.010 1.639 -0.813 0.2 -0.5 1.0
H -1.078 1.622 0.996 0.4 -0.7 -0.6



7.
72
Properties=species:S:1:pos:R:3:forces:R:3 method="wB97M-V/def2-TZVPD" charge=+4 gap_ev="3.8274 / 3.3793" spin_multiplicity=4
I 0.340 -3.382 -1.289 0.2 0.1 0.4
I 0.273 -0.825 -5.459 0.1 0.8 0.1
V 0.674 0.534 -3.343 -1.5 -3.8 -2.5
Ti 0.623 -0.621 -0.687 -1.8 -2.0 0.3
S 2.122 -0.910 -2.426 0.9 -0.8 0.2
S -1.064 -0.201 -2.075 0.0 0.1 0.6
C 1.959 0.900 -0.417 5.0 5.1 1.1
C 4.147 -1.220 -2.934 1.8 -0.2 -0.2
C -3.152 -0.262 -2.463 -2.4 0.4 -0.1
C 4.220 -0.996 -4.426 -0.9 0.3 -0.1
C 4.912 -0.236 -2.078 -0.5 0.2 0.3
C 4.333 -2.671 -2.543 -0.9 0.0 0.3
C -3.351 -0.408 -3.956 1.2 0.0 0.0
C -3.512 1.103 -1.887 0.8 0.1 0.0
C -3.629 -1.464 -1.682 1.0 -0.3 0.2
C 2.154 1.733 -3.498 6.6 5.3 -0.3
C -0.091 2.221 -2.855 -3.3 7.0 3.3
O 2.797 1.719 -0.335 -4.0 -4.0 -0.5
O 3.047 2.489 -3.455 -4.3 -3.6 -0.3
O -0.530 3.181 -2.345 2.1 -4.5 -2.7
H 3.986 0.037 -4.710 0.2 -0.2 0.0
H 3.528 -1.668 -4.953 0.3 0.1 0.0
H 5.239 -1.216 -4.779 -0.1 0.0 0.3
H 4.658 0.804 -2.307 0.2 -0.2 0.0
H 5.990 -0.364 -2.242 -0.2 -0.1 -0.1
H 4.720 -0.419 -1.015 0.2 0.0 -0.1
H 4.122 -2.831 -1.482 0.2 0.0 -0.1
H 5.368 -2.980 -2.734 -0.1 0.2 -0.1
H 3.667 -3.316 -3.126 0.2 0.0 0.0
H -4.431 -0.375 -4.173 0.2 0.0 0.2
H -2.958 -1.368 -4.309 -0.3 0.1 0.0
H -2.860 0.387 -4.528 -0.3 0.0 0.1
H -4.602 1.227 -1.843 0.1 -0.2 -0.2
H -3.084 1.904 -2.505 -0.4 -0.1 0.1
H -3.112 1.223 -0.873 -0.3 -0.1 -0.3
H -4.729 -1.473 -1.648 0.2 0.2 -0.2
H -3.260 -1.459 -0.649 -0.3 0.1 -0.1
H -3.286 -2.390 -2.158 -0.3 0.1 0.0
C -0.757 4.541 3.246 0.1 -0.2 -0.2
C 0.303 4.219 2.390 0.0 -0.1 0.0
C 0.392 2.943 1.832 -0.3 0.0 0.1
C -0.571 1.959 2.130 0.4 0.7 -0.8
C -1.622 2.293 3.000 -0.4 -0.3 0.0
C -1.720 3.576 3.545 0.2 -0.1 -0.1
P -0.264 0.247 1.520 -0.8 0.6 3.3
C 0.759 -0.399 2.903 0.6 -0.4 -0.5
C 1.917 -1.155 2.647 -0.2 0.3 0.4
C 2.727 -1.558 3.712 0.0 -0.1 -0.1
C 2.368 -1.254 5.030 -0.1 0.1 -0.3
C 1.204 -0.527 5.287 -0.2 0.0 -0.2
C 0.400 -0.101 4.227 0.0 0.1 0.0
C -1.864 -0.600 1.786 0.1 -0.3 -1.1
C -1.891 -1.920 2.274 0.0 -0.1 0.0
C -3.113 -2.538 2.544 0.2 -0.1 0.0
C -4.310 -1.879 2.254 0.0 -0.1 0.0
C -4.289 -0.594 1.706 0.1 0.3 -0.1
C -3.071 0.038 1.457 -0.3 0.1 0.0
H -0.823 5.541 3.679 0.0 -0.3 -0.1
H 1.069 4.963 2.158 -0.3 -0.2 0.1
H 1.224 2.704 1.175 -0.1 0.2 0.2
H -2.380 1.549 3.271 0.3 0.4 -0.1
H -2.552 3.814 4.209 0.3 -0.1 -0.2
H 2.190 -1.427 1.615 0.1 0.0 0.2
H 3.644 -2.110 3.518 -0.2 0.1 0.1
H 2.995 -1.584 5.855 -0.1 0.1 -0.2
H 0.922 -0.279 6.315 0.1 -0.1 -0.4
H -0.497 0.483 4.432 0.3 -0.2 0.0
H -0.953 -2.441 2.474 -0.3 0.1 0.1
H -3.119 -3.536 2.989 -0.1 0.3 -0.2
H -5.266 -2.370 2.451 0.3 0.2 0.0
H -5.224 -0.068 1.483 0.4 -0.2 0.1
H -3.057 1.061 1.071 -0.1 -0.4 0.2



8.
12
Properties=species:S:1:pos:R:3:forces:R:3 method="wB97M-V/def2-TZVPD" gap_ev="4.7753 / 8.7838" spin_multiplicity=2 e_above_lowest_kcal_mol=0.0
C 0.225 0.617 0.241 0.3 1.0 -1.7
O -0.018 1.805 0.146 -0.2 -0.6 0.5
O 1.371 0.051 0.311 -0.8 -1.4 1.0
C -0.904 -0.423 -0.033 0.5 0.3 1.1
O -0.643 -1.612 -0.132 -0.1 -0.6 -0.1
O -2.098 0.079 -0.022 -0.3 0.2 0.0
C -3.213 -0.823 -0.021 -0.1 -0.3 -0.2
H -3.165 -1.468 0.864 0.0 0.1 -0.2
H -4.103 -0.191 0.008 0.2 -0.2 0.0
H -3.199 -1.435 -0.930 -0.1 0.1 0.3
Ag 3.263 0.762 -0.501 0.8 0.2 -0.3
Li 1.222 -1.958 0.285 -0.1 1.0 -0.2